1.
Density functional theory data (ωB97M-V/def2-TZVPD) for one molecule with the formula C4H6N2O.

```
13
Properties=species:S:1:pos:R:3:forces:R:3:lowdin_charge:R:1
C 1.31268 -0.32541 1.89154 0.1 0.0 0.0 -0.034
C 0.67346 0.00723 0.57892 0.1 0.2 0.0 -0.354
C -0.37960 -0.65992 -0.11238 0.0 0.1 -0.1 0.029
C -0.71937 0.21019 -1.09538 0.1 -0.1 0.2 -0.394
N -1.79495 0.23215 -1.98083 0.1 0.1 -0.1 0.118
O 0.10583 1.27295 -1.06677 -0.3 0.0 -0.2 0.001
N 0.96674 1.14917 0.00626 0.0 -0.2 0.3 0.097
H 2.00878 0.47236 2.16355 -0.1 -0.2 -0.1 0.079
H 0.54372 -0.38291 2.67082 0.1 0.0 -0.2 0.083
H 1.84707 -1.27905 1.87741 -0.1 0.1 -0.1 0.078
H -0.84232 -1.61612 0.07095 0.0 0.2 0.2 0.113
H -1.61958 -0.21264 -2.87253 0.1 0.0 0.1 0.093
H -2.11517 1.18170 -2.12791 0.0 -0.1 -0.1 0.093
```
Positions in Å, forces in eV/Å.

## Properties
* HOMO energy: -9.196 eV
* orbital gap: 0.373 Eh
* SMILES string: Cc1cc(N)on1
* max |F|: 0.42 eV/A
* relative energy (zero: lowest compared OMol25 entry of this formula, charge and spin): 173.02 kJ/mol
* E_tot: -340.7290 Ha
* spin multiplicity: 1

---

2.
Density functional theory data (ωB97M-V/def2-TZVPD) for C23H21CuF13NO25S2 as an isolated structure at a distorted geometry.

```
86
Properties=species:S:1:pos:R:3:forces:R:3:mulliken_spin:R:1
Cu -1.62438 -22.14632 -9.46636 1.0 0.2 0.5 0.000
C -0.40264 -23.49872 -5.46968 2.1 -0.2 0.0 0.000
F -0.08433 -23.14869 -4.23994 1.1 0.3 0.4 0.000
F 0.51090 -24.43282 -5.95061 -1.2 1.9 0.5 0.000
F -1.53440 -24.06478 -5.38159 -2.5 -1.4 -0.7 0.000
S -0.43570 -21.89803 -6.50744 1.3 0.9 -1.6 0.000
O -0.21194 -20.75896 -5.60646 -0.9 -1.7 -1.2 0.000
O 0.55815 -22.07677 -7.52900 -0.2 -0.1 0.7 0.000
N -1.95105 -21.97368 -7.40602 2.7 -0.1 1.9 0.000
S -2.97510 -21.37389 -6.37189 -2.7 2.6 1.4 0.000
O -2.65892 -21.63640 -4.96942 -0.4 0.0 -1.5 0.000
O -3.32362 -19.98425 -6.73186 0.2 -1.9 0.4 0.001
C -4.53570 -22.44247 -6.69510 1.0 1.4 0.4 0.000
F -4.71574 -23.28574 -5.68815 -0.1 -0.2 0.4 0.001
F -5.62921 -21.69061 -6.83361 0.6 -0.7 -0.2 0.000
F -4.25114 -23.16142 -7.76111 -0.8 -0.4 -1.0 0.000
C -1.01284 -17.68397 -6.13843 -3.3 -1.8 -0.6 0.018
C -2.34759 -17.00137 -5.67747 1.8 -2.2 -0.3 0.016
O -2.18214 -15.67313 -6.10913 2.1 2.9 -1.8 0.055
C -0.95242 -15.53639 -6.76154 -4.3 -3.9 3.3 -0.056
O -0.48015 -14.44321 -7.06706 0.5 1.2 -0.6 0.877
O -0.42088 -16.69412 -6.90615 3.0 2.5 -1.7 0.072
F -2.32221 -17.10300 -4.37709 -0.6 0.7 2.2 0.006
H -1.31324 -18.44922 -6.85415 0.4 -0.3 -0.1 0.013
H -0.39261 -18.15537 -5.37607 0.1 0.6 0.2 -0.002
H -3.29799 -17.39729 -6.03539 0.1 0.2 -0.4 0.000
C 3.73019 -24.00355 -6.47257 2.6 -0.9 -1.1 0.000
C 5.16643 -23.77557 -5.94163 -0.4 1.7 -0.3 0.000
O 5.55911 -22.60939 -6.69796 0.7 -0.6 1.2 0.000
C 4.84345 -22.51167 -7.82741 -0.1 1.7 -0.9 0.000
O 5.00749 -21.64452 -8.66740 -0.4 -2.1 1.6 0.000
O 3.87396 -23.44456 -7.79815 -1.1 0.0 -0.2 0.000
F 6.05617 -24.77986 -6.22925 -1.0 0.4 0.2 0.000
H 2.91163 -23.57056 -5.89762 0.2 0.0 -0.2 0.000
H 3.74335 -25.08929 -6.56802 -1.0 0.0 0.0 0.000
H 5.16728 -23.54215 -4.87692 0.5 0.0 -0.1 0.000
C -6.07557 -26.11242 -5.40398 0.6 1.1 0.5 0.012
C -6.54789 -25.16964 -4.29811 3.7 -2.4 -0.3 0.000
O -7.52646 -25.91982 -3.68398 -3.8 -2.7 1.4 0.066
C -8.11239 -26.76797 -4.61682 7.2 4.5 -0.2 -0.052
O -9.13767 -27.39659 -4.57014 -2.8 -1.5 0.7 0.869
O -7.31356 -26.80075 -5.65396 -1.6 -1.7 -0.9 0.080
F -7.06329 -24.12875 -4.77612 -2.5 4.0 -2.0 0.002
H -5.24589 -26.76251 -5.12629 -0.5 -0.4 0.1 0.001
H -5.77175 -25.52427 -6.26993 -0.4 -0.3 -0.3 0.008
H -5.72103 -24.83652 -3.67086 -0.2 -0.8 1.0 0.013
C -6.43785 -19.07532 -8.53864 1.1 0.3 -0.2 0.000
C -5.75882 -17.69195 -8.72599 1.8 -4.0 1.0 0.000
O -5.63578 -17.26306 -7.35465 0.7 2.4 -2.3 0.000
C -6.33886 -18.03013 -6.53771 -1.1 1.1 4.0 0.000
O -6.60255 -17.75996 -5.37117 1.0 -0.6 -2.7 0.000
O -6.66631 -19.12478 -7.14387 -2.4 -2.1 -0.6 0.000
F -6.32700 -16.94629 -9.65092 -0.8 1.4 0.4 0.000
H -5.74415 -19.90086 -8.69789 0.2 0.2 -0.4 0.000
H -7.22640 -19.18916 -9.28251 -0.9 0.0 0.9 0.000
H -4.78545 -18.02205 -9.08888 0.6 1.2 0.1 0.000
C -0.87054 -20.74986 -2.25980 -1.2 0.6 -0.6 0.000
C 0.53380 -20.30320 -2.37758 -0.2 -1.0 1.3 0.000
O 0.89347 -20.11446 -1.00190 -0.4 0.4 -0.8 0.000
C -0.28969 -19.81051 -0.26974 0.9 0.4 1.2 0.000
O -0.28421 -19.40831 0.88246 -0.4 -1.3 -3.9 0.000
O -1.31961 -20.07400 -1.13664 -0.5 1.2 3.1 0.000
F 0.56778 -19.11849 -3.07572 0.5 -0.1 0.1 0.000
H -1.04292 -21.81072 -2.07831 0.3 -0.1 -0.5 0.000
H -1.42352 -20.31810 -3.09400 -0.2 -0.7 -0.2 0.000
H 1.04134 -21.11553 -2.89780 1.2 0.7 0.2 0.000
C 1.61178 -26.60937 -10.25665 0.8 -0.5 0.2 0.000
C 2.54570 -25.95455 -9.25654 -2.0 -0.7 -0.9 0.000
O 1.63015 -25.05887 -8.62638 -0.9 1.2 -0.1 0.000
C 0.64772 -24.67803 -9.56090 1.0 0.1 0.2 0.000
O -0.11208 -23.73488 -9.50247 0.8 -1.4 0.3 0.000
O 0.72319 -25.50103 -10.59204 -0.2 -1.4 0.1 0.000
F 3.41572 -25.30664 -10.00196 1.8 1.5 -0.3 0.000
H 1.20788 -27.49832 -9.77217 -1.2 0.3 -0.2 0.000
H 2.16076 -26.95672 -11.13191 -0.3 0.4 -0.1 0.000
H 3.06947 -26.60930 -8.56006 -0.4 0.2 0.3 0.000
C 2.97626 -19.26984 -8.56288 -0.8 -0.7 1.6 0.000
C 2.06428 -18.13804 -8.25373 -0.4 -2.0 -0.2 0.000
O 0.76632 -18.70621 -8.68435 -0.1 5.0 3.5 0.000
C 0.88950 -19.72062 -9.41687 1.8 -3.6 -0.7 0.000
O -0.07519 -20.32253 -9.82594 0.7 -0.3 -0.7 0.000
O 2.23005 -20.07363 -9.46401 -1.1 -0.4 -1.8 0.000
F 2.34450 -17.12579 -9.02658 -0.2 2.2 -1.1 0.000
H 2.99181 -19.84471 -7.63692 0.7 -0.3 0.0 0.000
H 3.96002 -18.86947 -8.80789 -0.1 -0.7 -0.8 0.000
H 2.14752 -17.87124 -7.20017 -0.9 0.2 0.0 0.000
```
Positions in Å, forces in eV/Å.

## Properties
* HOMO energy (spin up / spin down): -14.453 / -14.453 eV
* orbital gap (spin up / spin down): 0.310 / 0.070 Eh
* max |F|: 8.55 eV/A
* E_tot: -6558.9801 Ha
* <S²>: 2.011
* charge: +2
* spin multiplicity: 3

---

3.
Density functional theory data (ωB97M-V/def2-TZVPD) for a 2-piece molecular cluster, C6H10O overall at a distorted geometry.

```
17
Properties=species:S:1:pos:R:3:forces:R:3:lowdin_charge:R:1
O 2.15683 -0.26786 3.14932 0.9 -0.9 -0.5 0.015
C 2.89460 -1.03111 2.74582 -0.9 0.9 0.5 0.009
C 1.62159 -0.30633 -0.56710 0.0 0.0 0.0 -0.106
C 0.45886 0.26302 0.24555 0.0 0.0 0.0 -0.256
C -0.72937 0.61098 -0.62504 0.1 0.1 0.0 -0.329
C -1.71577 -0.46338 -0.98631 0.0 -0.2 -0.1 -0.132
C -2.11601 0.64573 -0.05238 -0.1 0.1 0.1 -0.131
H 2.47267 -0.57259 0.07043 -0.1 0.1 -0.1 0.038
H 1.97525 0.42195 -1.30655 -0.1 -0.1 0.1 0.075
H 1.31319 -1.20763 -1.10921 0.0 0.1 0.1 0.077
H 0.78865 1.15240 0.79933 0.0 -0.1 -0.1 0.109
H 0.14126 -0.46858 1.00220 0.0 0.1 -0.1 0.104
H -0.51832 1.34404 -1.40348 0.0 -0.1 0.1 0.136
H -2.14080 -0.47590 -1.98571 0.1 0.0 0.2 0.095
H -1.55620 -1.45094 -0.55867 0.0 0.2 0.0 0.101
H -2.80849 1.39790 -0.41978 0.1 -0.1 0.0 0.095
H -2.23793 0.40830 1.00159 0.1 0.0 -0.2 0.099
```
Positions in Å, forces in eV/Å.

## Properties
* HOMO energy: -10.201 eV
* orbital gap: 0.420 Eh
* max |F|: 1.37 eV/A
* relative energy (zero: lowest compared OMol25 entry of this formula, charge and spin): 66.28 kJ/mol
* E_tot: -309.8171 Ha
* spin multiplicity: 1

---

4.
Density functional theory data (ωB97M-V/def2-TZVPD) for one molecule with the formula C6H12.

```
18
Properties=species:S:1:pos:R:3:forces:R:3:lowdin_charge:R:1
C -2.01812 0.17439 0.84393 0.0 0.0 -0.1 -0.178
C -0.93156 -0.83032 0.67439 0.0 0.2 0.2 -0.062
C 0.37757 -0.35838 1.22911 -0.1 0.0 0.0 -0.282
C 1.51743 -0.41251 0.19438 0.0 -0.1 0.0 -0.221
C 1.19641 0.52453 -0.97392 0.0 0.0 0.0 -0.245
C -0.12618 0.12322 -1.63888 0.0 0.1 -0.1 -0.099
H -1.71761 1.23608 0.88128 0.0 -0.2 0.0 0.075
H -2.41586 -0.07884 1.84180 0.0 0.0 -0.1 0.095
H -2.84808 0.03888 0.14178 0.1 0.0 0.2 0.071
H -0.63649 -0.66906 -1.04148 0.0 0.1 -0.1 0.027
H 0.61570 -1.07935 2.02593 0.0 0.1 -0.1 0.118
H 0.35808 0.65327 1.67504 -0.1 -0.1 -0.1 0.106
H 2.46114 -0.12748 0.67673 -0.2 -0.1 -0.1 0.108
H 1.63144 -1.43884 -0.17519 -0.1 0.1 0.1 0.116
H 1.14026 1.55209 -0.59270 0.0 -0.1 -0.1 0.105
H 2.01348 0.51205 -1.70414 -0.1 0.0 0.1 0.103
H -0.82238 0.95995 -1.75239 0.1 -0.1 0.0 0.081
H 0.01629 -0.35295 -2.61179 0.0 0.1 0.0 0.082
```
Positions in Å, forces in eV/Å.

## Properties
* HOMO energy: -7.947 eV
* orbital gap: 0.315 Eh
* max |F|: 0.35 eV/A
* relative energy (zero: lowest compared OMol25 entry of this formula, charge and spin): 379.22 kJ/mol
* E_tot: -235.6738 Ha
* spin multiplicity: 1